The following is a DFT calculation (the ωB97M-V functional and the def2-TZVPD basis) of 11 unconnected molecules or ions with the total composition C52H137N11O7.

Its HOMO energy is -8.11 eV. The multiplicity is 1. Its SMILES is COC[C@H](C)N.COC[C@H](C)N.COC[C@H](C)N.COC[C@H](C)N.COC[C@H](C)N.COC[C@H](C)N.COC[C@H](C)N.CCN(CC)CC.CCN(CC)CC.CCN(CC)CC.CCN(CC)CC. Its HOMO-LUMO gap is 8.752 eV. The total energy is -86862.113 eV.

Last column: Löwdin charge in e.
Geometry (Å):
O 3.6029 -9.9922 24.5542  -0.181
O 2.9373 -14.7063 16.0713  -0.232
O 3.5129 -12.4330 20.7344  -0.223
O 7.0643 -18.0436 19.8353  -0.187
O 9.9847 -11.5319 23.5171  -0.219
O 9.5670 -12.3735 16.6214  -0.209
O 6.7231 -15.3294 22.5406  -0.193
N 0.3474 -12.5740 14.5405  0.050
N 7.3648 -11.7592 18.2036  0.067
N 1.5714 -18.5025 20.7458  -0.174
N 1.2295 -12.5042 23.2606  0.082
N 3.4503 -15.6374 18.9142  0.083
N 8.6131 -11.3867 21.2291  0.073
N -1.9856 -13.4180 21.5325  -0.204
N 10.4497 -15.9958 22.8893  0.030
N 7.9166 -21.6346 20.2717  0.038
N 3.4575 -7.3667 20.6967  -0.188
N 3.9510 -17.5586 25.4744  -0.176
C 6.3584 -14.0912 23.1438  -0.105
C -0.6089 -11.8583 20.2633  -0.083
C 1.9250 -14.2803 15.1036  -0.168
C 9.2036 -15.2926 22.4283  -0.392
C 3.3941 -20.1867 20.1638  -0.073
C -0.5556 -18.9367 22.1880  -0.095
C 0.3981 -13.2974 16.8351  -0.060
C 1.9994 -7.4443 20.4393  -0.244
C 4.4147 -18.6737 23.2787  -0.067
C -0.8416 -15.0879 22.9668  -0.082
C 4.0697 -6.1355 20.2149  -0.250
C 6.8964 -19.4739 19.8164  -0.197
C 6.9031 -13.3258 16.3842  -0.071
C 7.5890 -13.1571 17.7324  -0.422
C -3.8690 -12.3031 22.7745  -0.083
C 0.7172 -18.1314 21.9406  -0.250
C 9.1239 -14.9948 20.8754  -0.035
C 2.0792 -19.9031 20.9328  -0.239
C 1.6017 -11.1621 23.8047  -0.441
C 7.9228 -15.9228 22.9990  -0.209
C 1.7088 -7.6115 18.9127  -0.095
C 4.9276 -10.1320 24.9632  -0.120
C 3.6125 -15.9204 15.7869  -0.119
C 5.5670 -6.0669 20.5418  -0.083
C -2.0340 -14.8074 22.0133  -0.221
C 0.7334 -10.8098 24.9280  -0.068
C -1.1406 -13.2896 20.3114  -0.221
C 10.5663 -11.5972 17.1863  -0.147
C 3.1350 -14.6579 19.9677  -0.411
C 0.9296 -18.3663 19.4837  -0.286
C 5.8690 -17.3760 19.4690  -0.139
C 3.1030 -11.2620 24.1622  -0.188
C 3.5734 -16.9404 27.9378  -0.073
C 4.9573 -17.9203 24.4976  -0.261
C 8.2427 -20.1698 20.0416  -0.411
C 6.9892 -9.7551 22.1918  -0.063
C 8.6515 -10.9327 23.6028  -0.166
C 4.5874 -17.3254 26.7620  -0.277
C 3.7388 -7.6476 22.0968  -0.284
C 0.1522 -17.0385 19.3752  -0.079
C 3.0417 -16.3743 25.0330  -0.167
C 3.9969 -13.4019 19.7662  -0.151
C 10.4514 -11.8465 24.7940  -0.141
C 9.2664 -20.0052 18.9363  -0.083
C -3.2604 -12.7962 21.4889  -0.309
C 3.4297 -6.5471 23.0788  -0.076
C 1.2321 -13.0845 15.6062  -0.473
C 3.8725 -11.1241 20.3479  -0.107
C 8.4096 -10.3409 22.2162  -0.405
C 9.0689 -13.3947 17.5428  -0.177
C 3.3155 -15.2413 21.3504  -0.042
C 3.5957 -14.9381 25.3310  -0.073
H 3.9367 -20.8705 20.7518  0.047
H 10.8760 -10.8768 16.4514  0.078
H 10.1258 -20.6583 19.2596  0.087
H 3.8930 -6.0022 19.1390  0.110
H 11.5367 -11.9297 24.7613  0.083
H 7.9421 -12.0953 21.4502  0.040
H 5.1717 -19.3046 22.7348  0.080
H 3.4367 -10.8670 19.3434  0.097
H 9.5546 -11.7425 21.2548  0.079
H 5.3532 -9.0876 25.0799  0.114
H 11.2376 -15.3804 22.7714  0.052
H 7.0276 -21.8144 20.6697  0.034
H 5.7872 -13.3196 16.5233  0.080
H -4.7246 -11.6370 22.5282  0.088
H 3.4394 -15.8971 27.9227  0.019
H -2.9723 -14.8604 22.5779  0.101
H 0.2420 -11.7395 19.5876  0.055
H -0.7900 -14.3205 23.7364  0.062
H 5.4861 -17.6964 18.5016  0.074
H 1.4389 -6.5925 20.9185  0.116
H -1.1434 -19.0526 21.2640  0.063
H 7.9762 -15.9749 24.1324  0.142
H 2.6506 -17.5696 27.9145  0.082
H 1.2351 -15.0516 14.9396  0.120
H 1.6725 -18.4651 18.6598  0.113
H 2.4541 -14.0118 14.2390  0.113
H 0.1388 -16.7567 18.3439  0.059
H 9.3050 -14.3451 17.0371  0.129
H -3.1008 -11.7033 23.2764  0.073
H -0.2140 -11.5637 21.2427  0.050
H 1.9149 -6.6848 18.3832  0.050
H 1.5403 -10.3388 23.0982  0.120
H 2.8329 -14.1964 25.2207  0.041
H 5.3426 -13.8990 22.7589  0.072
H 8.5237 -21.9892 21.0019  0.065
H 3.0072 -15.4496 18.0100  0.040
H -1.3934 -11.1145 20.0288  0.076
H -0.3632 -14.0662 20.3079  0.091
H 5.8487 -6.2618 21.5592  0.047
H 2.0064 -12.3518 15.8848  0.145
H 4.4413 -14.7523 24.6050  0.052
H 5.0549 -13.6133 20.0554  0.132
H 6.2577 -10.5452 22.4197  0.061
H 5.7343 -18.4389 24.9879  0.095
H 10.6600 -16.9177 22.4408  0.085
H 0.8844 -9.7824 25.2190  0.077
H 3.2215 -16.6045 19.2375  0.075
H 9.5933 -13.3852 18.5019  0.096
H 0.9323 -12.2866 13.7868  0.058
H 6.8993 -8.9405 22.9518  0.090
H 7.8920 -16.9314 22.5969  0.114
H 1.9163 -12.6438 22.5465  0.030
H 0.6767 -7.9515 18.6993  0.071
H 6.3618 -19.7297 18.8554  0.147
H 6.1321 -6.7084 19.8583  0.074
H -1.2566 -18.4850 22.9776  0.092
H 4.9902 -10.6702 25.9112  0.093
H -0.3208 -10.9866 24.5838  0.094
H -4.1657 -13.1144 23.3936  0.052
H -0.1022 -11.7270 14.8489  0.070
H 8.7764 -10.2787 24.3961  0.090
H 6.3274 -19.8139 20.6908  0.092
H 10.0984 -14.7443 20.4956  0.062
H -0.3158 -19.9905 22.5223  0.080
H 5.9532 -16.2537 19.4056  0.089
H 1.3794 -18.2582 22.8334  0.110
H 11.5325 -12.1188 17.4265  0.099
H 3.9316 -19.1844 20.1399  0.059
H -0.8579 -16.0262 23.5237  0.062
H 0.4089 -17.0769 21.8654  0.057
H 4.1460 -17.2214 28.8948  0.088
H 5.0010 -17.5473 20.1182  0.043
H 2.0439 -16.5424 25.5346  0.114
H 7.1683 -12.5194 15.6816  0.081
H 10.2816 -10.9752 25.4777  0.094
H 2.3560 -6.1781 22.9464  0.103
H 2.8118 -16.4275 23.9640  0.077
H 6.0245 -5.0701 20.3722  0.080
H 2.3553 -19.9313 21.9629  0.066
H -0.8787 -17.1983 19.6576  0.060
H 3.2795 -14.4703 22.1290  0.067
H -1.7421 -13.4385 19.4029  0.113
H 8.9660 -20.2068 17.9312  0.060
H 3.6220 -19.3349 23.6295  0.066
H 0.1893 -12.2954 17.2579  0.079
H 9.0796 -9.4663 22.1102  0.151
H 4.4223 -16.1616 16.4802  0.073
H 4.0506 -15.8302 14.7870  0.088
H 5.1826 -18.2333 26.9634  0.105
H -4.0179 -13.5548 21.1245  0.129
H 3.8553 -13.0724 18.7392  0.119
H 3.5731 -5.2894 20.6692  0.101
H 3.9168 -18.1046 22.5022  0.040
H 4.0493 -14.8779 26.3446  0.056
H 8.6985 -15.9026 20.4328  0.070
H 3.2680 -20.4767 19.1091  0.076
H -2.0704 -15.5574 21.1453  0.126
H 2.4012 -8.3787 18.5320  0.069
H 0.9694 -11.4331 25.7896  0.085
H 10.1512 -11.1169 18.0910  0.085
H 7.1127 -13.8853 18.3951  0.117
H 9.6997 -18.9601 18.8774  0.091
H 7.1638 -14.2684 15.8856  0.079
H 6.9511 -13.2174 22.8059  0.057
H 0.0662 -15.0130 22.3736  0.042
H 6.8225 -9.3053 21.2265  0.071
H -0.5141 -13.8389 16.5906  0.083
H 2.1352 -14.2744 19.8551  0.105
H 1.2782 -20.6639 20.8208  0.119
H 2.4889 -15.9353 21.5160  0.058
H 3.4707 -10.4051 21.0579  0.064
H 10.0562 -12.7960 25.2331  0.098
H 5.4612 -10.6537 24.2201  0.031
H -3.2485 -11.9872 20.7858  0.098
H 9.2425 -14.2971 22.9183  0.114
H 0.2848 -12.5388 22.8462  0.044
H 2.9238 -16.7836 15.7788  0.093
H 3.1063 -8.5375 22.3133  0.093
H 5.4553 -17.0312 24.1319  0.093
H 3.5761 -11.5818 23.2468  0.102
H 4.2349 -15.7721 21.4564  0.057
H 3.2226 -11.9915 24.9720  0.117
H 4.7405 -7.9956 22.2773  0.079
H 7.9928 -11.7609 23.8710  0.110
H 4.1063 -5.7216 23.1224  0.058
H 1.0439 -13.9596 17.5080  0.092
H 4.9412 -10.9367 20.2068  0.074
H 8.8033 -19.7432 20.9038  0.136
H 5.4032 -16.5363 26.6995  0.115
H 0.6184 -16.2256 19.9646  0.056
H 0.1959 -19.2003 19.3025  0.119
H 7.8566 -11.2513 17.5039  0.042
H 6.2901 -13.9943 24.2278  0.086
H 8.3848 -14.1966 20.6898  0.053
H 3.6511 -6.9585 24.0253  0.050
H 7.7431 -11.5130 19.1146  0.025
H 1.5667 -8.4231 20.8007  0.111

Forces on the atoms, in the same order (eV/Å):
O -0.741 -0.299 -0.168
O -0.508 0.316 0.488
O 0.407 -0.024 -0.883
O -0.440 -0.350 0.023
O -0.554 -0.003 0.027
O -0.313 -1.257 0.521
O 0.119 0.712 0.869
N 0.323 -0.447 0.324
N -0.792 -1.191 -0.130
N -0.025 -1.213 1.809
N 0.038 1.122 0.597
N -0.130 -1.006 0.571
N -0.359 1.392 -0.715
N 1.972 -1.137 0.024
N -1.207 -0.696 -0.416
N 1.735 0.797 -0.298
N -0.466 -0.576 -0.385
N -1.412 1.406 -0.309
C -0.683 0.769 -1.349
C 0.540 0.396 0.286
C 1.866 -0.713 1.775
C 0.727 1.459 -0.084
C -1.211 2.620 -0.804
C -0.810 -1.185 0.623
C 1.140 -0.809 1.016
C -0.367 -0.906 -0.825
C 0.119 -1.195 -0.046
C -0.510 0.356 -0.388
C 0.198 0.109 0.257
C 0.315 0.794 0.101
C -1.395 0.178 -0.416
C -0.313 0.624 -0.090
C 0.768 1.529 -0.273
C 0.575 0.066 0.053
C -1.349 -0.914 1.717
C 0.023 0.934 -0.379
C 1.039 -0.943 -0.681
C 0.710 -0.632 0.373
C 0.308 0.252 0.480
C -0.008 1.999 1.032
C -0.419 -0.181 -1.278
C 0.596 0.751 -1.299
C -0.003 -0.268 0.217
C -1.401 -0.237 0.705
C -1.036 0.915 0.481
C 0.851 0.208 0.770
C 0.916 0.374 -0.643
C -1.038 0.035 -0.992
C -0.475 1.125 -0.121
C -1.503 0.492 0.187
C 2.367 -3.003 0.203
C -0.707 1.142 -1.513
C -0.350 -0.519 -0.209
C 0.496 0.015 0.467
C 2.089 -1.924 -1.655
C -0.049 0.502 0.593
C -1.009 -0.721 -0.212
C 0.705 -0.365 0.088
C 0.006 -0.587 1.268
C -0.015 -0.590 1.678
C 0.566 0.355 0.972
C 1.928 0.609 0.737
C -1.957 -1.270 -1.072
C -1.618 0.330 -0.448
C -0.582 1.688 0.327
C -0.554 0.677 -1.241
C -0.553 0.607 1.381
C 0.682 -0.210 -0.833
C -1.096 0.242 0.081
C 1.731 -1.577 -0.329
H 0.941 -1.040 0.259
H -0.173 0.656 -0.290
H -0.655 0.482 -0.793
H 0.237 -0.326 0.203
H 0.075 -0.246 -0.233
H -0.078 -0.774 -0.120
H -0.450 0.640 0.715
H 0.101 -0.240 0.704
H 0.041 -0.262 0.253
H -0.358 -1.229 -0.043
H 0.164 -0.029 -0.109
H -1.293 0.401 0.128
H 0.966 0.081 -0.178
H 0.394 -0.579 0.316
H -0.737 1.104 0.151
H 0.145 -0.481 -0.116
H -0.250 -0.022 -0.260
H -0.065 0.208 -0.122
H 0.284 -0.189 -0.513
H 0.286 -0.631 -0.537
H 0.067 0.151 0.243
H -0.066 0.145 -1.184
H 0.655 0.783 -0.149
H -1.009 -1.382 -0.464
H -0.238 0.168 0.558
H 0.638 0.115 -1.699
H -0.038 0.445 -0.720
H -0.287 0.046 0.347
H -0.278 -0.006 0.290
H -0.129 -0.130 -0.135
H -0.174 0.029 -0.268
H -0.100 0.080 -0.731
H -0.480 0.405 -0.198
H 0.322 0.007 0.181
H 0.409 -0.056 -0.266
H 0.017 0.107 0.702
H 0.343 -0.468 -0.136
H -0.087 0.402 0.242
H -0.212 -0.493 0.492
H 0.045 -0.052 -0.136
H -1.086 0.015 0.780
H -0.449 0.101 -0.760
H 0.033 0.369 -0.340
H 0.699 -1.118 0.564
H -0.528 1.334 0.295
H -0.163 0.413 0.102
H 0.035 1.199 -0.448
H 0.139 0.284 -0.097
H 0.344 0.219 -0.894
H 0.045 -0.707 -0.444
H -0.211 -0.413 0.151
H 0.087 -0.644 -0.921
H 0.469 0.359 0.277
H 0.675 -0.254 0.885
H -0.076 -0.292 0.322
H 1.218 -0.466 -1.097
H 0.113 -0.026 0.169
H 0.713 0.327 0.686
H -0.374 -0.534 0.706
H -0.246 0.151 0.245
H -0.612 1.846 1.462
H -0.614 0.377 -0.255
H 0.312 0.083 -0.250
H -0.273 1.091 -0.237
H 0.547 -1.258 0.233
H -0.412 0.383 -0.675
H -0.919 -0.138 0.091
H -0.454 -1.394 0.145
H -0.185 -0.247 -0.460
H 0.521 -0.423 -0.019
H -0.985 0.557 -1.179
H 0.496 -0.142 0.557
H 1.075 0.282 -0.270
H -0.066 -0.192 0.336
H -0.141 -0.774 -0.139
H 1.479 -0.443 0.625
H 0.331 -0.332 0.089
H -0.714 -0.216 -0.167
H 0.149 -0.186 0.842
H -0.252 0.208 0.387
H -0.121 -0.084 -0.223
H -0.056 -0.311 -0.022
H -0.469 -0.667 -0.539
H 0.111 -0.359 0.149
H -0.099 -0.798 0.212
H 0.127 -0.740 -0.328
H -0.280 0.639 0.227
H 0.097 -0.246 -0.045
H -0.593 0.139 0.338
H 0.433 0.621 -0.363
H 0.341 0.372 -0.097
H -0.275 0.660 0.380
H 0.121 0.737 -0.008
H -0.464 0.104 -0.678
H 0.351 0.079 -0.443
H 0.018 -0.261 0.485
H -0.045 0.857 1.051
H -0.212 0.225 0.120
H -0.297 -0.183 0.121
H 0.577 0.127 -0.167
H 0.389 0.072 0.315
H -0.677 -0.946 0.444
H 0.037 0.081 0.279
H 0.138 -0.598 -0.031
H 0.343 -0.100 0.188
H -0.396 0.001 -0.408
H -0.143 0.072 0.059
H -0.890 0.072 0.118
H 0.336 0.272 -0.394
H 0.098 -0.179 0.255
H 0.005 -0.080 0.207
H -0.077 0.685 -0.343
H 0.990 -0.691 -0.794
H 0.093 0.427 -0.484
H 0.368 -0.300 -0.155
H 0.721 0.197 0.336
H 0.027 0.223 -0.001
H 0.372 0.614 0.250
H 0.347 0.624 -0.256
H 0.733 -0.385 -0.286
H 0.842 -0.412 -0.041
H 0.172 -0.059 -0.103
H 0.642 -0.107 -0.334
H -0.551 0.240 -0.072
H 0.435 0.881 -0.893
H -1.092 1.137 -0.296
H 0.174 -0.392 0.329
H -1.034 -0.081 0.013
H -0.806 -0.319 0.108
H -0.246 -0.425 -0.344
H 0.364 0.389 0.023
H 0.280 1.035 -0.394
H 0.411 -0.792 0.234
H 0.421 -0.186 0.005
H -0.697 -0.697 1.503
H 0.221 -0.416 -0.020
H 0.793 1.067 0.499